(1)
{
  "formula": "C22H39Cl2IrN4O3S",
  "method": "wB97M-V/def2-TZVPD",
  "s_squared": 6.019,
  "e_above_lowest_kj_mol": 282.4,
  "homo_lumo_gap_ev": [4.917, 6.800],
  "total_energy_ha": -2729.05480,
  "lumo_energy_ha": [0.0170, -0.0012],
  "multiplicity": 5,
  "species": ["O", "C", "C", "C", "H", "C", "H", "C", "H", "C", "H", "C", "H", "H", "C", "C", "H", "H", "H", "C", "C", "H", "H", "H", "H", "Ir", "Cl", "Cl", "H", "H", "C", "C", "N", "H", "C", "O", "H", "H", "H", "H", "H", "H", "C", "C", "N", "H", "C", "O", "H", "H", "H", "H", "C", "N", "C", "C", "S", "N", "C", "C", "H", "H", "H", "H", "H", "H", "H", "H", "H", "H", "H", "H"],
  "xyz": [[-0.6294, -1.6849, -1.2201], [-0.5158, -1.5086, -2.4194], [0.3096, -2.4189, -3.1971], [1.1159, -3.3059, -2.4484], [1.3941, -3.0211, -1.4306], [1.4177, -4.5302, -3.0256], [1.9614, -5.2142, -2.3925], [1.0724, -4.8092, -4.3426], [1.3559, -5.7296, -4.7586], [0.3423, -3.8872, -5.0489], [0.1034, -4.0702, -6.1039], [-0.0807, -2.6939, -4.4878], [-0.7347, -1.9806, -5.0127], [-1.2560, -0.8016, -2.9691], [-0.2053, 1.5321, -2.8693], [0.7133, 0.6026, -2.2046], [0.1966, 1.6464, -3.8987], [-0.2310, 2.5030, -2.3945], [-1.2141, 1.1199, -2.9687], [1.8570, 0.1318, -2.8679], [2.6653, 1.0009, -3.7389], [2.1527, -0.9025, -2.8865], [2.5262, 0.7175, -4.7948], [3.7357, 0.8794, -3.5103], [2.4181, 2.0787, -3.6297], [0.6183, 0.5803, -0.3666], [1.7311, -1.1103, 0.7815], [2.5898, 1.5616, -0.5776], [-2.2341, -4.9359, 0.2301], [-1.3445, -4.2337, 2.5114], [-1.6129, -4.1050, -0.1304], [-0.8898, -3.3370, 2.0714], [-1.6109, -3.0552, 0.8463], [-2.0352, -3.7526, -1.0745], [-1.8966, -1.7854, 0.4545], [-1.4490, -0.7250, 0.9484], [-0.9828, -2.5101, 2.7878], [-2.7566, -1.7917, -0.2469], [-0.6035, -4.5018, -0.3145], [0.1797, -3.5453, 1.8740], [-3.7824, 3.9799, 0.4384], [-5.6569, 2.1403, -0.0874], [-3.3377, 3.6329, -0.5015], [-5.0344, 1.8851, -0.9553], [-3.6357, 2.2177, -0.7070], [-2.2532, 3.7765, -0.4659], [-2.6739, 1.3037, -0.7335], [-1.4522, 1.5924, -0.5759], [-5.1062, 0.8083, -1.1509], [-3.0172, 0.2602, -0.9002], [-3.7685, 4.2169, -1.3215], [-5.4076, 2.4393, -1.8263], [-0.0847, 0.0512, 3.8786], [0.9708, 1.0228, 4.0878], [1.5117, 1.0857, 5.4477], [1.2653, 1.8195, 3.0541], [0.2213, 1.7621, 1.6182], [2.2098, 2.7710, 3.0765], [3.1351, 3.1258, 4.1361], [2.3530, 3.6027, 1.9105], [-0.1851, -0.5495, 4.7754], [0.1499, -0.6183, 3.0551], [-1.0613, 0.5113, 3.6846], [2.5573, 0.7394, 5.4675], [1.3905, 2.0831, 5.9053], [0.9264, 0.3785, 6.0487], [4.1627, 3.0128, 3.7678], [3.0173, 4.1890, 4.4037], [3.0365, 2.5355, 5.0378], [2.6232, 3.0053, 1.0386], [1.4533, 4.1645, 1.6546], [3.1620, 4.3146, 2.0489]],
  "atomic_forces_ev_per_a": [[0.1918, -0.3653, 0.6835], [-0.6224, 2.1407, -1.5553], [-0.6282, -0.6254, 0.7542], [-0.4349, -0.0044, -0.8076], [-0.1483, -0.2354, -0.2629], [0.6244, 0.7780, 0.8315], [0.1649, -0.3963, -0.2571], [-0.2294, 0.7292, 1.0081], [0.2648, -1.0682, -0.6481], [-0.2605, 0.2363, -1.7930], [0.0019, -0.1302, 0.4470], [0.1715, 0.1621, -0.2102], [0.3224, -0.5003, 0.1793], [0.9554, -1.1450, 0.3748], [0.2235, 0.2611, -2.2430], [-0.8404, -1.5844, -2.0761], [-0.5001, 0.3016, 0.3167], [-0.1745, 0.2835, 0.0791], [-0.0239, 0.3387, 0.0832], [1.1442, -0.1371, -1.3442], [0.6805, 0.8976, -0.1119], [-0.0823, -0.2612, 0.2551], [0.0433, 0.0830, 0.0632], [-0.1758, 0.0906, -0.1522], [0.1545, -0.6591, -0.0640], [-2.4327, -0.3007, 2.8030], [0.7365, -1.5136, 0.4245], [2.8818, 1.2773, -0.4244], [0.1007, -0.0369, -0.0955], [0.1220, 0.0931, 0.0174], [-0.6379, -0.7378, -0.0742], [0.4209, -0.0930, -0.0059], [0.2436, 0.6848, 0.4538], [0.1422, -0.0249, 0.1455], [0.0312, 1.6616, 1.4924], [-1.6998, -2.3295, 0.0528], [0.0390, -0.1956, -0.4340], [0.4082, 0.1184, -0.1575], [-0.1475, 0.3177, -0.0097], [-0.3812, 0.2267, 0.1488], [0.0833, -0.0936, -0.1174], [0.1733, -0.0760, -0.1598], [0.1433, -0.0359, 0.0659], [0.2120, -0.2306, 0.0501], [-0.4445, 0.4866, -0.1321], [-0.3093, -0.0938, 0.0033], [2.3694, -0.1743, 0.4474], [-2.6617, -0.3229, -0.3197], [-0.0993, 0.2875, 0.0535], [0.2593, 0.5422, 0.0788], [0.0941, -0.0824, 0.0653], [0.1017, -0.1395, 0.1527], [-0.7082, -0.6745, -0.0086], [0.0146, 0.0562, 0.1559], [-0.1773, -0.2906, 0.1596], [-0.2792, 0.6024, -0.7512], [-0.2646, 1.0639, 2.5715], [-0.2992, -0.2938, 0.5267], [0.6068, 0.3127, 0.2939], [0.4256, 0.6818, -1.1150], [0.0897, -0.0867, 0.1566], [-0.0123, 0.1376, -0.2021], [0.2873, 0.0425, -0.0775], [-0.3407, 0.2362, 0.1548], [0.1280, -0.4513, -0.2189], [0.2540, 0.3080, -0.1545], [-0.1517, -0.0464, 0.0359], [-0.1126, -0.3159, -0.0913], [0.1100, 0.2202, -0.3606], [-0.1659, 0.1514, 0.2421], [-0.0706, -0.0937, 0.2501], [0.0956, 0.0351, 0.3578]]
}

(2)
{
  "formula": "C2H2NO2S",
  "method": "wB97M-V/def2-TZVPD",
  "e_above_lowest_kj_mol": 478.3,
  "homo_lumo_gap_ev": 6.873,
  "total_energy_ha": -680.72505,
  "lumo_energy_ha": 0.1477,
  "smiles": "[O-]SC1=N[C@@H]1O",
  "total_charge": -1,
  "species": ["O", "S", "C", "N", "C", "O", "H", "H"],
  "xyz": [[2.8062, -0.9593, 0.4796], [1.5422, -0.8858, -0.5522], [0.5178, 0.4508, -0.0404], [-0.0652, 1.2449, 0.8425], [-0.9258, 0.5946, -0.2792], [-1.4180, -0.6038, 0.0260], [-1.3768, 0.9700, -1.4639], [-1.0804, -0.8114, 0.9876]],
  "atomic_forces_ev_per_a": [[-1.9373, -0.2172, -1.9230], [1.9215, 2.0909, 2.8435], [-0.3885, 0.0581, -0.5087], [-0.2171, -0.9813, -2.0632], [3.1271, 2.2261, -3.3939], [-2.8668, -3.1433, 3.6683], [1.2888, -0.5470, 4.1204], [-0.9277, 0.5137, -2.7433]]
}

(3)
{
  "formula": "C5H7NO",
  "method": "wB97M-V/def2-TZVPD",
  "e_above_lowest_kj_mol": 495.1,
  "homo_lumo_gap_ev": [7.703, 7.896],
  "total_energy_ha": -324.53591,
  "lumo_energy_ha": [-0.0010, 0.0039],
  "species": ["O", "C", "N", "C", "C", "C", "C", "H", "H", "H", "H", "H", "H", "H"],
  "xyz": [[-1.4908, -0.1754, -1.1552], [-1.3894, 0.7118, -0.3311], [-1.0460, 0.4084, 0.9567], [-0.5228, -0.8404, 1.1907], [0.7752, -1.0348, -0.9013], [1.4659, 0.1761, -0.7002], [1.8494, 1.2974, -0.4341], [-1.4660, 1.7788, -0.5579], [-0.8626, 1.1717, 1.5933], [-1.0548, -1.6986, 0.8215], [-0.1731, -0.9226, 2.2300], [1.1865, -1.9650, -0.5515], [0.3809, -1.1262, -1.9244], [2.3477, 2.2189, -0.2365]],
  "atomic_forces_ev_per_a": [[-0.5334, 0.5594, 0.1191], [-0.1914, -0.0568, -0.3019], [0.0860, 0.0013, -0.2532], [-0.0167, -0.0556, -0.0457], [0.4216, -0.0559, 0.1911], [-0.0310, 0.1902, 0.4234], [0.0438, -0.3368, -0.0846], [-0.1859, 0.0565, 0.0661], [0.1814, -0.1814, -0.1586], [-0.2262, 0.1025, -0.1938], [0.4504, -0.1662, -0.7080], [0.3822, 0.0006, 0.2605], [-0.2623, -0.0051, 0.7783], [-0.1185, -0.0529, -0.0929]]
}

(4)
{
  "formula": "C2H4LiLuO",
  "method": "wB97M-V/def2-TZVPD",
  "s_squared": 0.756,
  "e_above_lowest_kj_mol": 102.9,
  "homo_lumo_gap_ev": [6.615, 6.442],
  "total_energy_ha": -1396.52974,
  "lumo_energy_ha": [-0.1715, -0.2174],
  "multiplicity": 2,
  "total_charge": 1,
  "species": ["O", "Li", "C", "C", "H", "H", "H", "Lu", "H"],
  "xyz": [[-0.8586, 0.5942, -0.0728], [-0.5340, 2.4098, -0.2596], [-0.1358, -0.2060, 0.7203], [1.2246, -0.3118, 0.6456], [-0.7076, -1.1038, 1.0012], [1.7903, 0.6272, 0.6151], [1.7221, -1.0124, 1.3196], [-1.9774, 0.2536, -2.0451], [-0.5236, -1.2508, -1.9243]],
  "atomic_forces_ev_per_a": [[-1.9583, 2.3451, -1.8680], [0.2540, -0.2285, 0.4173], [1.7809, -3.1966, -1.5837], [-1.1324, 1.5649, 2.6830], [0.1953, 0.4715, 0.4836], [0.1270, -0.2726, -1.1215], [-0.3174, -0.1779, -0.4113], [2.2098, -1.4007, 1.9911], [-1.1590, 0.8949, -0.5904]]
}